The following is a quantum chemistry calculation of one molecule with the formula C6H9N, from the Open Molecules 2025 dataset.

Calculated values
DFT total energy, eV: -7853.855
Multiplicity: 1
Energy relative to the best compared isomer or geometry (same formula, charge and spin), kcal per mole: 99.26
HOMO, hartree: -0.26924
HOMO-LUMO gap, eV: 8.23

Geometry (Å):
C 0.361 0.087 -1.514
C -2.097 0.704 -0.662
C -0.572 1.063 -0.940
C -1.122 0.725 0.459
C 0.891 -1.289 0.380
C 1.935 -1.346 1.431
N 0.936 -0.700 -0.688
H 0.569 -0.072 -2.652
H -2.743 1.519 -0.636
H -2.712 -0.100 -1.090
H -0.280 2.120 -1.146
H -1.271 1.560 1.155
H -0.699 -0.179 0.909
H 1.627 -1.951 2.228
H 2.335 -0.364 1.784
H 2.842 -1.776 0.982

Cartesian forces, eV/Å:
0.8 -0.8 -2.2
1.1 -0.5 -0.6
-1.5 1.0 0.9
0.3 0.6 -0.3
0.7 -1.1 0.5
1.4 1.5 -1.1
-0.5 0.0 -0.5
-0.5 0.5 2.3
-0.8 1.7 0.0
1.3 -0.4 0.2
-0.8 -0.8 0.1
0.3 -0.4 -0.2
-0.6 0.1 -0.1
-0.3 -0.7 1.2
-0.7 -0.4 -0.1
-0.3 -0.3 0.0

Table of Mulliken atomic charges, one value per atom, all in e: atom 1 (C): -0.309, atom 2 (C): -0.639, atom 3 (C): -0.169, atom 4 (C): -0.342, atom 5 (C): -0.082, atom 6 (C): -0.941, atom 7 (N): -0.080, atom 8 (H): 0.303, atom 9 (H): 0.275, atom 10 (H): 0.250, atom 11 (H): 0.336, atom 12 (H): 0.253, atom 13 (H): 0.196, atom 14 (H): 0.347, atom 15 (H): 0.273, atom 16 (H): 0.332

The following is a quantum chemistry calculation of a 3-piece molecular cluster, C12H28Cl2N3O3P overall, from the Open Molecules 2025 dataset.

Calculated values
DFT total energy, eV: -57845.831
Multiplicity: 1
HOMO, hartree: -0.31915
HOMO-LUMO gap, eV: 9.35
SMILES: CN(C)P(=O)(N(C)C)N(C)C.O=C1CCCO1.ClCCCl

Geometry (Å):
Cl -0.708 2.558 3.012
C -1.679 3.201 1.632
C -1.149 2.668 0.322
Cl 0.481 3.221 -0.100
H -1.659 4.277 1.779
H -2.703 2.880 1.807
H -1.827 3.017 -0.455
H -1.128 1.582 0.356
O 1.323 -0.892 -4.121
P 1.422 -2.056 -3.223
N 0.078 -3.030 -3.358
C -0.305 -3.942 -2.255
C -0.394 -3.463 -4.689
N 1.529 -1.592 -1.599
C 1.941 -2.522 -0.549
C 0.823 -0.393 -1.137
N 2.775 -3.069 -3.381
C 2.671 -4.529 -3.570
C 4.088 -2.635 -2.915
H -1.256 -4.411 -2.510
H -0.649 -3.273 -1.462
H 0.483 -4.637 -1.995
H -1.482 -3.453 -4.677
H -0.011 -4.454 -4.933
H -0.045 -2.701 -5.384
H 2.828 -2.118 -0.057
H 1.113 -2.678 0.148
H 2.184 -3.529 -0.888
H 0.684 -0.395 -0.060
H 1.403 0.458 -1.498
H -0.151 -0.344 -1.638
H 3.632 -4.880 -3.929
H 2.439 -5.003 -2.608
H 1.876 -4.810 -4.259
H 4.626 -2.050 -3.667
H 4.713 -3.472 -2.612
H 3.966 -1.997 -2.035
O -4.048 4.339 3.366
C -3.307 4.638 4.264
O -2.579 5.754 4.260
C -1.955 5.937 5.554
C -2.536 4.893 6.492
C -3.123 3.822 5.550
H -2.033 6.975 5.865
H -0.894 5.712 5.410
H -3.329 5.300 7.129
H -1.774 4.692 7.250
H -3.954 3.363 6.071
H -2.399 3.044 5.298

Cartesian forces, eV/Å:
-0.1 -0.1 0.0
0.3 -0.1 0.6
-0.5 0.3 0.2
0.1 0.1 0.1
0.1 0.1 -0.5
0.0 -0.1 -0.1
0.1 -0.2 -0.1
0.0 0.0 -0.1
0.3 -0.2 0.0
0.5 -0.1 1.1
-0.2 -1.1 -0.2
-0.8 1.8 -0.5
0.4 1.0 0.8
-0.2 -1.1 -0.4
-0.2 0.2 -0.1
0.2 -0.1 -1.4
-0.5 -0.4 -0.2
-0.4 0.8 0.5
-0.2 0.8 0.2
0.4 -0.5 -0.4
0.7 -0.4 0.6
-0.2 -0.3 0.3
-0.1 -0.2 -0.1
-0.1 -0.1 -0.3
-0.1 -0.3 -0.3
-0.1 -0.1 0.4
0.2 0.2 0.3
0.1 0.2 -0.4
0.2 0.0 0.1
-0.2 0.3 0.5
-0.1 0.1 0.2
0.0 -0.2 -0.2
0.3 -0.3 -0.1
0.2 0.1 -0.1
0.0 -0.1 0.0
-0.1 -0.2 -0.1
0.2 0.0 -0.1
0.4 0.1 -0.2
-1.8 -1.1 0.2
0.0 0.3 0.6
0.9 -0.4 -0.4
-0.2 0.7 0.7
1.6 0.9 0.9
-0.3 0.0 -0.1
0.0 0.2 -0.1
-0.2 0.2 -0.5
0.1 -0.9 -0.4
-0.5 0.0 -0.9
0.0 0.0 0.1

Table of Mulliken atomic charges, one value per atom, all in e: atom 1 (Cl): -0.242, atom 2 (C): -0.428, atom 3 (C): -0.470, atom 4 (Cl): -0.191, atom 5 (H): 0.363, atom 6 (H): 0.330, atom 7 (H): 0.383, atom 8 (H): 0.253, atom 9 (O): -0.861, atom 10 (P): 0.318, atom 11 (N): 0.159, atom 12 (C): -0.821, atom 13 (C): -1.070, atom 14 (N): 0.358, atom 15 (C): -1.248, atom 16 (C): -1.300, atom 17 (N): 0.260, atom 18 (C): -0.928, atom 19 (C): -1.023, atom 20 (H): 0.405, atom 21 (H): 0.226, atom 22 (H): 0.203, atom 23 (H): 0.385, atom 24 (H): 0.344, atom 25 (H): 0.330, atom 26 (H): 0.384, atom 27 (H): 0.421, atom 28 (H): 0.338, atom 29 (H): 0.482, atom 30 (H): 0.359, atom 31 (H): 0.355, atom 32 (H): 0.488, atom 33 (H): 0.308, atom 34 (H): 0.121, atom 35 (H): 0.253, atom 36 (H): 0.407, atom 37 (H): 0.334, atom 38 (O): -0.594, atom 39 (C): 0.481, atom 40 (O): -0.325, atom 41 (C): -0.375, atom 42 (C): -0.559, atom 43 (C): -0.243, atom 44 (H): 0.306, atom 45 (H): 0.256, atom 46 (H): 0.260, atom 47 (H): 0.344, atom 48 (H): 0.347, atom 49 (H): 0.113

The following is a quantum chemistry calculation of one molecule with the formula C21H30N2O4, from the Open Molecules 2025 dataset.

Calculated values
DFT total energy, eV: -33434.484
Multiplicity: 1
Energy relative to the best compared isomer or geometry (same formula, charge and spin), kcal per mole: 40.34
HOMO, hartree: -0.31629
HOMO-LUMO gap, eV: 9.27
SMILES: COCC(=O)N1CCC(Oc2ccc(C(=O)N3CCCCCC3)cc2)CC1

Geometry (Å):
C -7.322 -2.459 -0.403
H -7.079 -1.830 -1.266
O -6.572 -2.093 0.731
C -6.815 -0.770 1.151
H -6.296 -0.651 2.107
C -6.348 0.317 0.173
O -7.122 1.184 -0.193
N -5.073 0.256 -0.257
C -4.039 -0.626 0.232
H -4.469 -1.441 0.808
C -3.032 0.165 1.072
H -2.242 -0.509 1.407
H -3.526 0.589 1.948
C -2.436 1.309 0.238
C -3.562 2.171 -0.342
C -4.557 1.305 -1.113
H -5.402 1.905 -1.456
H -4.056 0.847 -1.970
H -3.136 2.919 -1.010
H -4.074 2.680 0.475
H -1.793 1.941 0.868
O -1.691 0.812 -0.862
C -0.445 0.300 -0.677
C 0.150 -0.238 -1.820
C 1.419 -0.774 -1.768
C 2.133 -0.773 -0.575
C 1.539 -0.247 0.563
C 0.262 0.287 0.520
H -0.162 0.686 1.428
H 2.076 -0.257 1.500
C 3.479 -1.432 -0.494
O 3.576 -2.636 -0.338
N 4.556 -0.622 -0.618
C 4.478 0.807 -0.785
H 3.431 1.080 -0.933
C 5.047 1.587 0.406
H 4.746 2.629 0.284
H 4.603 1.220 1.332
C 6.573 1.519 0.485
C 7.129 0.298 1.226
C 6.402 -1.026 0.963
H 5.550 -1.129 1.638
C 5.875 -1.201 -0.465
H 6.553 -0.754 -1.195
H 5.769 -2.267 -0.681
H 7.087 -1.844 1.191
H 7.101 0.488 2.301
H 8.179 0.191 0.946
H 6.945 2.411 0.993
H 6.973 1.547 -0.531
H 5.033 1.086 -1.690
H 1.863 -1.197 -2.656
H -0.410 -0.226 -2.742
H -3.518 -1.050 -0.634
H -7.890 -0.605 1.311
H -8.397 -2.382 -0.203
H -7.064 -3.494 -0.620

Cartesian forces, eV/Å:
-0.1 0.0 -0.1
0.0 0.0 0.0
0.1 0.0 0.2
-0.2 0.0 0.1
-0.1 0.0 0.0
-0.3 -0.3 0.1
-0.3 0.2 0.1
0.2 0.0 -0.3
0.2 -0.2 0.4
0.1 0.0 -0.1
0.2 0.0 -0.4
0.0 0.0 0.1
0.0 0.0 0.1
-0.2 0.4 0.6
0.2 -0.3 -0.2
-0.1 0.4 -0.1
0.2 -0.1 0.0
-0.1 0.0 0.0
0.0 0.1 0.0
0.0 0.0 0.0
-0.1 -0.1 -0.1
0.0 0.0 -0.2
0.2 -0.1 -0.1
-0.2 0.1 0.1
0.1 0.0 0.2
-0.2 -0.2 0.2
0.2 -0.1 -0.3
-0.3 0.2 0.1
-0.1 0.0 0.1
0.1 0.0 0.1
-0.1 0.1 -0.1
-0.1 -0.3 0.1
0.2 0.1 -0.2
-0.2 0.4 0.2
0.2 0.0 -0.1
0.1 0.0 -0.3
0.0 0.0 0.0
-0.1 0.0 0.1
0.0 0.0 0.3
-0.1 0.0 -0.1
0.1 0.1 -0.1
0.0 -0.1 0.0
0.1 -0.5 0.2
0.0 0.0 -0.1
0.1 0.2 0.0
0.0 -0.1 0.1
0.1 0.0 0.0
0.0 0.0 0.1
0.1 0.0 -0.1
0.0 0.1 0.0
-0.1 0.0 0.0
0.0 0.0 -0.1
-0.1 0.0 -0.1
-0.1 -0.1 0.1
0.2 0.1 0.0
0.0 0.0 0.0
-0.1 0.0 -0.1

Table of Mulliken atomic charges, one value per atom, all in e: atom 1 (C): -0.652, atom 2 (H): 0.291, atom 3 (O): -0.356, atom 4 (C): -0.784, atom 5 (H): 0.293, atom 6 (C): 0.967, atom 7 (O): -0.672, atom 8 (N): 0.044, atom 9 (C): -0.815, atom 10 (H): 0.594, atom 11 (C): -0.682, atom 12 (H): 0.469, atom 13 (H): 0.395, atom 14 (C): 0.105, atom 15 (C): -1.006, atom 16 (C): -0.996, atom 17 (H): 0.475, atom 18 (H): 0.337, atom 19 (H): 0.439, atom 20 (H): 0.406, atom 21 (H): 0.335, atom 22 (O): -0.349, atom 23 (C): 0.876, atom 24 (C): -0.878, atom 25 (C): -0.083, atom 26 (C): -0.285, atom 27 (C): -0.562, atom 28 (C): -0.142, atom 29 (H): 0.352, atom 30 (H): 0.460, atom 31 (C): 0.129, atom 32 (O): -0.675, atom 33 (N): 0.065, atom 34 (C): -0.762, atom 35 (H): 0.416, atom 36 (C): -0.593, atom 37 (H): 0.411, atom 38 (H): 0.256, atom 39 (C): -0.706, atom 40 (C): -0.684, atom 41 (C): -0.558, atom 42 (H): 0.302, atom 43 (C): -1.139, atom 44 (H): 0.474, atom 45 (H): 0.514, atom 46 (H): 0.422, atom 47 (H): 0.313, atom 48 (H): 0.323, atom 49 (H): 0.376, atom 50 (H): 0.289, atom 51 (H): 0.340, atom 52 (H): 0.444, atom 53 (H): 0.426, atom 54 (H): 0.115, atom 55 (H): 0.387, atom 56 (H): 0.306, atom 57 (H): 0.235

The following is a quantum chemistry calculation of C25H28AsFeN4O2S as an isolated structure, from the Open Molecules 2025 dataset.

Calculated values
DFT total energy, eV: -142481.471
Multiplicity: 6
Net charge: +2
Energy relative to the best compared isomer or geometry (same formula, charge and spin), kcal per mole: 37.49
HOMO (spin up / spin down), hartree: -0.53889 / -0.53840
HOMO-LUMO gap (spin up / spin down), eV: 8.42 / 5.75

Geometry (Å):
Fe -0.003 1.152 -0.734
O -0.410 -2.175 -3.200
C -0.084 -1.123 -2.723
N -0.860 -0.206 -2.029
C -2.245 -0.279 -2.109
O -2.916 -1.187 -2.519
C -2.882 1.009 -1.653
C -4.256 1.149 -1.740
C -4.821 2.365 -1.386
C -3.990 3.393 -0.968
C -2.627 3.161 -0.892
N -2.080 1.988 -1.224
C 1.312 -0.581 -2.897
C 2.131 -1.092 -3.887
C 3.364 -0.492 -4.102
C 3.733 0.590 -3.315
C 2.863 1.021 -2.330
N 1.671 0.448 -2.125
H -4.840 0.312 -2.097
H -5.891 2.513 -1.447
H -4.384 4.366 -0.709
H -1.951 3.941 -0.564
H 1.777 -1.926 -4.476
H 4.019 -0.854 -4.884
H 4.677 1.094 -3.461
H 3.121 1.853 -1.685
S -3.051 1.771 2.735
C -1.536 1.905 1.967
N -1.150 0.880 1.256
C -2.092 -0.147 1.310
C -1.994 -1.410 0.720
C -3.055 -2.282 0.833
C -4.203 -1.927 1.552
C -4.296 -0.708 2.189
C -3.230 0.177 2.066
H -0.940 2.802 2.070
H -1.097 -1.684 0.182
H -3.000 -3.250 0.356
H -5.025 -2.627 1.613
H -5.170 -0.444 2.770
C 0.527 -2.289 2.978
C 1.137 -0.897 2.841
As 1.547 -0.388 0.984
C 2.993 -1.637 0.432
C 4.148 -1.796 1.415
C 2.265 1.452 1.227
C 3.781 1.597 1.162
H 0.290 -2.484 4.023
H 1.220 -3.061 2.643
H -0.394 -2.381 2.405
H 2.087 -0.835 3.376
H 0.472 -0.134 3.244
H 3.336 -1.310 -0.549
H 2.471 -2.586 0.292
H 4.852 -0.970 1.356
H 4.689 -2.708 1.161
H 3.811 -1.896 2.446
H 1.883 1.798 2.188
H 1.804 2.100 0.456
H 4.243 1.099 2.012
H 4.054 2.651 1.202
H 4.195 1.176 0.245

Cartesian forces, eV/Å:
-1.1 -1.9 -1.2
0.0 0.0 0.0
0.0 0.1 0.2
0.3 0.3 0.7
0.0 0.1 0.1
0.1 0.0 0.0
-0.3 -0.1 -0.1
0.0 0.1 0.0
0.0 -0.1 0.0
0.1 0.0 0.0
0.0 0.1 0.0
0.7 0.1 0.3
0.0 -0.2 -0.2
0.1 0.1 0.1
-0.1 -0.1 0.0
0.0 0.0 0.1
0.2 0.1 0.0
-0.3 0.9 0.7
0.0 0.0 0.0
0.0 0.0 0.0
0.0 0.0 0.0
0.0 0.0 0.0
0.0 0.0 0.0
0.0 0.0 0.0
0.0 0.0 0.0
0.0 0.0 -0.1
0.2 -0.1 -0.1
-0.1 0.0 0.1
0.4 0.3 -0.5
-0.3 -0.1 0.2
0.1 0.1 0.0
0.1 0.0 0.0
-0.1 0.0 0.0
-0.1 0.0 0.1
0.3 0.1 -0.2
-0.1 0.0 0.0
-0.1 -0.1 -0.1
0.0 0.0 0.0
0.0 0.0 0.0
0.0 0.0 0.0
0.1 0.0 -0.1
-0.3 -0.2 -0.2
0.7 0.0 0.6
-0.3 0.2 -0.2
-0.1 0.1 0.1
-0.1 -0.2 -0.3
0.0 0.0 -0.1
0.0 0.0 0.0
0.0 0.0 0.0
0.0 0.0 0.1
0.1 0.1 -0.1
0.0 0.1 -0.1
0.0 0.0 0.0
-0.1 0.0 0.0
0.0 0.0 0.0
0.0 0.0 0.0
0.0 -0.1 0.0
-0.1 0.0 0.0
0.1 0.1 0.0
0.0 0.0 0.0
0.0 0.0 0.0
0.0 0.0 0.1

Table of Mulliken atomic charges, one value per atom, all in e: atom 1 (Fe): 0.447, atom 2 (O): -0.533, atom 3 (C): -0.154, atom 4 (N): 0.558, atom 5 (C): 0.017, atom 6 (O): -0.560, atom 7 (C): 0.697, atom 8 (C): -0.650, atom 9 (C): -0.409, atom 10 (C): -0.713, atom 11 (C): -0.291, atom 12 (N): -0.277, atom 13 (C): 0.585, atom 14 (C): -0.743, atom 15 (C): -0.367, atom 16 (C): -0.859, atom 17 (C): -0.400, atom 18 (N): 0.105, atom 19 (H): 0.550, atom 20 (H): 0.498, atom 21 (H): 0.456, atom 22 (H): 0.463, atom 23 (H): 0.572, atom 24 (H): 0.478, atom 25 (H): 0.470, atom 26 (H): 0.642, atom 27 (S): -0.152, atom 28 (C): -0.639, atom 29 (N): 0.688, atom 30 (C): 0.004, atom 31 (C): -0.726, atom 32 (C): -0.896, atom 33 (C): -0.884, atom 34 (C): -0.445, atom 35 (C): 0.940, atom 36 (H): 0.378, atom 37 (H): 0.514, atom 38 (H): 0.491, atom 39 (H): 0.459, atom 40 (H): 0.502, atom 41 (C): -1.072, atom 42 (C): -0.827, atom 43 (As): 0.639, atom 44 (C): -0.505, atom 45 (C): -1.239, atom 46 (C): -0.278, atom 47 (C): -1.762, atom 48 (H): 0.405, atom 49 (H): 0.342, atom 50 (H): 0.188, atom 51 (H): 0.702, atom 52 (H): 0.489, atom 53 (H): 0.333, atom 54 (H): 0.593, atom 55 (H): 0.318, atom 56 (H): 0.397, atom 57 (H): 0.317, atom 58 (H): 0.522, atom 59 (H): 0.360, atom 60 (H): 0.433, atom 61 (H): 0.411, atom 62 (H): 0.415